No. 1
# C33H87N5O13

A 9-piece molecular cluster, C33H87N5O13 overall at a distorted geometry (ωB97M-V with the def2-TZVPD basis set, the OMol25 dataset).

Geometry (Å):
C: -0.944 0.071 4.079
C: 0.351 0.871 4.490
C: 0.199 2.321 4.091
C: 0.465 0.746 6.072
C: 1.860 1.049 6.605
C: 3.011 0.228 5.947
C: 2.971 0.423 4.355
C: 3.608 1.873 3.990
C: 3.951 -0.678 3.857
N: 1.558 0.183 3.902
O: 1.509 -0.064 2.528
H: -0.733 -0.954 4.385
H: -1.127 0.320 3.033
H: -1.781 0.376 4.707
H: 0.562 2.544 3.088
H: 0.823 2.960 4.716
H: -0.847 2.627 4.074
H: -0.063 1.553 6.580
H: 0.080 -0.188 6.481
H: 1.864 0.837 7.674
H: 2.038 2.120 6.505
H: 2.917 -0.814 6.252
H: 3.922 0.614 6.403
H: 3.035 2.738 4.324
H: 4.566 1.953 4.504
H: 3.689 2.038 2.916
H: 4.915 -0.702 4.365
H: 3.586 -1.691 4.029
H: 4.138 -0.589 2.787
H: 1.628 -1.013 2.455
C: -1.455 -4.059 0.295
O: -1.446 -2.780 -0.476
C: -1.264 -1.635 0.375
C: -0.892 -0.486 -0.508
C: 0.433 -0.804 -1.205
N: -0.775 0.735 0.238
H: -0.718 -4.140 1.094
H: -1.324 -4.836 -0.458
H: -2.475 -4.264 0.622
H: -2.222 -1.413 0.845
H: -0.461 -1.714 1.109
H: -1.781 -0.516 -1.137
H: 1.292 -0.745 -0.536
H: 0.678 -0.100 -2.000
H: 0.508 -1.723 -1.786
H: -1.648 0.960 0.693
H: -0.214 0.564 1.060
C: -4.618 -0.663 -1.836
O: -4.381 -0.904 -3.219
C: -3.014 -0.970 -3.483
C: -2.887 -1.487 -4.952
C: -1.483 -1.646 -5.433
N: -3.725 -0.681 -5.814
H: -4.072 0.195 -1.442
H: -4.435 -1.524 -1.194
H: -5.681 -0.459 -1.707
H: -2.455 -0.042 -3.365
H: -2.494 -1.678 -2.838
H: -3.322 -2.483 -5.038
H: -1.488 -1.927 -6.486
H: -1.000 -2.462 -4.897
H: -0.972 -0.683 -5.412
H: -4.331 -0.256 -5.126
H: -3.240 0.117 -6.197
C: 2.569 2.295 0.517
O: 3.716 2.996 0.066
C: 3.483 3.908 -0.939
C: 4.541 4.968 -1.080
C: 6.068 4.518 -1.014
N: 4.605 5.981 -0.041
H: 2.954 1.334 0.857
H: 1.715 2.024 -0.104
H: 2.122 2.886 1.317
H: 3.325 3.394 -1.887
H: 2.533 4.408 -0.745
H: 4.322 5.436 -2.040
H: 6.243 3.956 -1.931
H: 6.296 3.810 -0.217
H: 6.757 5.349 -0.859
H: 5.431 6.560 -0.096
H: 4.617 5.513 0.854
C: 2.246 3.461 -4.710
O: 1.483 2.866 -3.673
C: 0.213 3.514 -3.679
C: -0.777 2.739 -2.776
C: -2.306 3.041 -2.917
N: -0.378 2.971 -1.420
H: 2.388 4.539 -4.636
H: 1.861 3.236 -5.705
H: 3.274 3.111 -4.627
H: 0.158 4.553 -3.354
H: -0.255 3.392 -4.656
H: -0.764 1.679 -3.028
H: -3.042 2.381 -2.457
H: -2.658 3.160 -3.942
H: -2.498 4.001 -2.439
H: 0.599 2.776 -1.586
H: -0.667 2.104 -0.990
O: 2.289 -2.810 1.703
C: 2.813 -3.472 0.569
C: 2.262 -4.912 0.583
O: 2.735 -5.588 1.761
H: 2.511 -3.302 2.497
H: 2.396 -2.949 -0.291
H: 3.898 -3.369 0.580
H: 2.508 -5.491 -0.307
H: 1.182 -4.855 0.723
H: 3.582 -6.029 1.656
O: -3.354 0.525 2.120
C: -4.509 -0.293 2.088
C: -4.292 -1.541 2.996
O: -5.533 -2.233 3.023
H: -3.497 1.226 2.759
H: -5.363 0.272 2.463
H: -4.767 -0.536 1.057
H: -3.950 -1.144 3.952
H: -3.584 -2.192 2.484
H: -6.062 -1.693 3.613
O: 2.778 -2.202 -3.425
C: 3.948 -1.577 -3.999
C: 3.734 -0.057 -3.969
O: 2.429 0.214 -4.553
H: 2.075 -1.557 -3.535
H: 4.825 -1.916 -3.448
H: 4.023 -1.892 -5.039
H: 4.405 0.539 -4.587
H: 3.703 0.378 -2.970
H: 2.115 1.058 -4.221
O: -6.881 -5.149 1.339
C: -6.436 -4.028 0.550
C: -6.840 -4.081 -0.919
O: -8.255 -4.247 -1.026
H: -7.805 -4.968 1.528
H: -7.026 -3.240 1.018
H: -5.374 -3.858 0.729
H: -6.435 -4.951 -1.436
H: -6.416 -3.230 -1.451
H: -8.390 -4.956 -1.658

## Properties
* energy relative to the best compared isomer or geometry (same formula, charge and spin): 0.0 kJ/mol
* LUMO energy: 0.303 eV
* E: -2561.11929 Ha
* SMILES: CC1(C)CCCC(C)(C)N1O.COC[C@H](C)N.COC[C@H](C)N.COC[C@H](C)N.COC[C@H](C)N.OCCO.OCCO.OCCO.OCCO
* frontier orbital gap: 8.40 eV
* highest occupied orbital energy: -0.2975 Ha
* total charge: 0

=====

No. 2
# C6H10N

A 2-piece molecular cluster, C6H10N overall at a distorted geometry (ωB97M-V with the def2-TZVPD basis set, the OMol25 dataset).

Geometry (Å):
C: -1.838 0.967 0.250
C: -3.207 0.371 0.148
C: -2.184 -0.627 -0.267
C: 1.683 -1.163 0.028
C: 1.068 1.382 -0.136
C: 0.907 0.024 -0.534
N: -1.062 -0.138 0.274
H: -3.614 0.202 1.075
H: -3.961 0.649 -0.536
H: -2.174 -1.084 -1.278
H: 1.651 -1.972 -0.633
H: 2.729 -0.925 0.239
H: 1.165 -1.371 0.974
H: 1.052 1.402 0.923
H: 0.556 2.081 -0.824
H: 2.079 1.704 -0.406
H: 0.283 -0.179 -1.441

## Properties
* energy relative to the best compared isomer or geometry (same formula, charge and spin): 513.3 kJ/mol
* LUMO energy: -5.306 eV
* E: -288.88745 Ha
* frontier orbital gap: 8.12 eV
* highest occupied orbital energy: -0.4935 Ha
* total charge: +1

=====

No. 3
# C8H20IN2

C8H20IN2 as an isolated structure at a distorted geometry (ωB97M-V with the def2-TZVPD basis set, the OMol25 dataset).

Geometry (Å):
C: -1.946 -3.245 -0.268
C: -2.409 -0.138 -1.115
C: -0.976 0.943 1.488
C: 3.163 2.679 -0.728
C: -1.710 -2.017 0.594
C: -1.323 -0.855 -0.365
C: -0.409 0.296 0.272
C: 1.939 0.356 -0.256
N: 0.927 -0.181 0.464
N: 2.643 2.001 0.475
I: 3.702 -0.856 -0.123
H: -2.666 -3.919 0.227
H: -1.131 -4.002 -0.348
H: -2.372 -3.026 -1.201
H: -1.733 0.587 -1.757
H: -3.216 0.244 -0.534
H: -2.826 -0.734 -1.896
H: -0.589 1.906 1.653
H: -2.052 0.743 1.491
H: -0.585 0.371 2.262
H: 3.659 1.962 -1.346
H: 2.302 3.179 -1.213
H: 3.862 3.459 -0.524
H: -2.701 -1.835 0.968
H: -0.993 -2.144 1.371
H: -0.620 -1.233 -1.137
H: -0.246 1.093 -0.466
H: 1.775 0.734 -1.239
H: 1.111 -0.743 1.291
H: 1.997 2.650 0.878
H: 3.423 1.727 1.083

## Properties
* energy relative to the best compared isomer or geometry (same formula, charge and spin): 193.9 kJ/mol
* LUMO energy: -3.577 eV
* E: -723.70882 Ha
* frontier orbital gap: 9.77 eV
* highest occupied orbital energy: -0.4903 Ha
* total charge: +1

=====

No. 4
# C33H37AsKN5O7S

C33H37AsKN5O7S as an isolated structure at a distorted geometry (ωB97M-V with the def2-TZVPD basis set, the OMol25 dataset).

Geometry (Å):
K: 0.042 -1.253 0.127
O: -3.224 -3.645 -0.135
C: -2.069 -3.347 -0.487
O: -1.714 -2.389 -1.195
C: -0.940 -4.239 0.046
C: -1.098 -5.587 0.346
C: -0.023 -6.271 0.892
C: 1.152 -5.590 1.153
C: 1.217 -4.238 0.829
N: 0.203 -3.607 0.261
C: 2.472 -3.377 1.112
O: 3.525 -4.003 1.303
O: 2.274 -2.150 1.111
H: -2.041 -6.080 0.158
H: -0.108 -7.329 1.117
H: 2.017 -6.069 1.591
O: 1.503 0.536 -0.532
C: 1.562 1.935 -0.705
C: 0.573 2.600 0.390
O: 0.340 3.799 0.306
O: 0.172 1.771 1.225
C: 2.974 2.369 -0.351
C: 3.376 2.277 0.979
C: 4.657 2.633 1.356
C: 5.576 3.053 0.409
C: 5.208 3.070 -0.926
C: 3.918 2.733 -1.303
C: 1.095 2.318 -2.072
C: 0.401 1.408 -2.868
C: -0.016 1.758 -4.139
C: 0.248 3.022 -4.642
C: 0.886 3.952 -3.837
C: 1.290 3.612 -2.558
H: 1.377 0.413 0.422
H: 2.676 1.923 1.719
H: 4.932 2.581 2.399
H: 6.577 3.344 0.706
H: 5.928 3.351 -1.686
H: 3.648 2.742 -2.351
H: 0.204 0.415 -2.490
H: -0.550 1.033 -4.740
H: -0.060 3.286 -5.648
H: 1.075 4.951 -4.214
H: 1.762 4.348 -1.922
S: 0.488 -0.638 4.109
C: -0.942 0.189 4.163
N: -1.952 -0.310 4.940
C: -3.349 0.018 4.746
C: -3.497 1.012 3.599
C: -2.389 2.055 3.724
N: -1.108 1.404 3.618
H: -1.738 -1.230 5.295
H: -3.740 0.453 5.679
H: -3.920 -0.895 4.534
H: -4.485 1.473 3.612
H: -3.363 0.491 2.650
H: -2.466 2.552 4.704
H: -2.472 2.809 2.941
H: -0.525 1.626 2.797
N: -6.619 2.095 0.648
C: -5.346 1.566 0.441
C: -4.235 2.397 0.330
C: -2.986 1.812 0.196
N: -2.788 0.505 0.173
C: -3.843 -0.292 0.257
C: -5.135 0.190 0.398
H: -6.733 3.038 0.309
H: -7.368 1.480 0.364
H: -4.363 3.471 0.325
H: -2.103 2.425 0.099
H: -3.650 -1.356 0.191
H: -5.978 -0.486 0.450
C: 3.444 -3.506 -1.997
As: 2.254 -1.946 -1.858
C: 3.335 -0.819 -3.105
C: 0.923 -2.520 -3.202
H: 3.580 -3.859 -3.024
H: 3.029 -4.307 -1.390
H: 4.416 -3.254 -1.570
H: 3.554 -1.337 -4.042
H: 4.275 -0.575 -2.609
H: 2.823 0.115 -3.331
H: 1.205 -2.246 -4.219
H: -0.029 -2.060 -2.955
H: 0.781 -3.598 -3.145

## Properties
* energy relative to the best compared isomer or geometry (same formula, charge and spin): 170.7 kJ/mol
* LUMO energy: 4.048 eV
* E: -5314.26576 Ha
* frontier orbital gap: 6.57 eV
* highest occupied orbital energy: -0.0926 Ha
* total charge: -2